Here is C5H15N2O as an isolated structure from the OMol25 dataset. Energies are from ωB97M-V/def2-TZVPD.

The charge is +2. Its multiplicity is 2. The value obtained for the electronic energy is -383.22523 a.u. The expectation value of S² is 1.71. The calculation puts the HOMO-LUMO gap (spin up / spin down) at 7.7 / 7.4 eV. The value obtained for the maximum force is 6.37 eV Å⁻¹. As for the energy above the lowest of the compared OMol25 structures with the same formula, charge and spin: 1011.12 kJ/mol.

Geometry as XYZ:
```
23
C5H15N2O ωB97M-V/def2-TZVPD
C 2.769 -0.264 0.046
C 1.301 0.001 0.339
C 0.844 1.446 0.563
C -0.572 1.399 1.136
C -2.464 0.752 -0.066
N -1.562 1.650 0.128
N 0.365 -0.564 -0.765
H 3.059 0.274 -0.770
H 2.831 -1.353 -0.086
H 3.262 0.003 1.016
H 1.151 -0.575 1.263
H 1.480 2.037 1.289
H 0.703 1.828 -0.397
H -0.756 0.482 1.658
H -0.680 2.114 2.077
H -3.206 1.115 -0.891
H -2.471 -0.155 0.506
H -2.148 -1.691 -3.250
H -1.765 -2.082 -3.800
H -0.422 -1.031 -0.259
H 0.840 -1.235 -1.425
H -1.363 -2.549 0.911
O -1.197 -1.600 0.778
```